No. 1
Density functional theory data (ωB97M-V/def2-TZVPD) for C39H45N5NiP2 as an isolated structure in a non-equilibrium geometry.

The geometry in XYZ format:
```
92
C39H45N5NiP2 ωB97M-V/def2-TZVPD
Ni 0.788 -0.528 0.263
C 6.640 -3.164 2.725
C 6.959 -2.475 1.625
C 7.069 -3.020 0.237
C 6.115 -4.193 -0.087
C 4.689 -4.011 0.324
C 4.179 -4.323 1.523
C 4.957 -5.143 2.502
C 6.397 -4.637 2.832
C -1.040 -1.749 -0.320
H 6.685 -2.665 3.699
H 7.271 -1.430 1.717
H 8.097 -3.361 0.029
H 6.886 -2.192 -0.467
H 6.105 -4.273 -1.187
H 6.543 -5.128 0.300
H 4.052 -3.740 -0.514
H 3.144 -4.119 1.797
H 5.087 -6.166 2.104
H 4.395 -5.246 3.442
H 6.584 -4.914 3.884
H 7.122 -5.209 2.235
H -1.008 -0.737 0.127
H -1.507 -2.394 0.428
H -1.727 -1.685 -1.167
P 0.534 -2.438 -0.928
P 2.702 0.395 0.319
N 0.382 -4.029 -0.286
N 0.269 -2.589 -2.613
N 3.455 0.239 1.867
N 3.406 1.876 -0.153
C 2.370 -2.205 -0.776
C 3.231 -0.905 -0.829
C -0.110 -4.321 0.988
C 0.124 -5.660 1.252
C 0.847 -6.194 0.132
C 1.008 -5.172 -0.790
C -0.977 -2.931 -3.165
C -0.980 -2.595 -4.507
C 0.313 -2.055 -4.811
C 1.055 -2.065 -3.644
C 2.796 0.599 3.057
C 3.366 -0.094 4.105
C 4.411 -0.910 3.565
C 4.442 -0.683 2.199
C 4.541 2.579 0.299
C 4.510 3.854 -0.244
C 3.336 3.939 -1.066
C 2.701 2.722 -1.014
H 2.733 -2.840 -1.603
H 2.608 -2.724 0.165
H 4.283 -1.155 -0.626
H 3.202 -0.485 -1.847
H -0.614 -3.572 1.579
H -0.195 -6.186 2.137
H 1.210 -7.202 0.033
H 1.464 -5.163 -1.764
H -1.732 -3.388 -2.549
H -1.814 -2.714 -5.186
H 0.645 -1.701 -5.780
H 2.088 -1.800 -3.461
H 1.979 1.301 3.023
H 3.082 -0.045 5.145
H 5.056 -1.589 4.104
H 5.075 -1.087 1.420
H 5.269 2.095 0.932
H 5.229 4.641 -0.079
H 2.999 4.800 -1.627
H 1.805 2.358 -1.498
C -2.474 1.743 4.251
C -1.474 0.772 4.127
C -0.804 0.593 2.921
C -1.118 1.404 1.792
C -2.202 2.319 1.919
C -2.847 2.506 3.138
N -0.416 1.261 0.609
C -0.564 2.168 -0.439
C -0.727 1.693 -1.772
C -1.001 2.581 -2.810
C -1.025 3.959 -2.568
C -0.788 4.452 -1.280
C -0.565 3.572 -0.224
H -2.983 1.895 5.202
H -1.227 0.142 4.983
H -0.021 -0.167 2.835
H -2.533 2.883 1.044
H -3.654 3.238 3.200
H -0.680 0.616 -1.963
H -1.192 2.188 -3.809
H -1.245 4.650 -3.384
H -0.786 5.527 -1.093
H -0.404 3.957 0.784
```

- multiplicity = 3
- electronic energy (eV) = -108238.080
- LUMO level (alpha / beta) (eV) = 0.10 / -0.16
- HOMO-LUMO gap (alpha / beta) (eV) = 5.6 / 6.0


No. 2
Density functional theory data (ωB97M-V/def2-TZVPD) for an isolated molecule of C18H28BrNO.

The geometry in XYZ format:
```
49
C18H28BrNO ωB97M-V/def2-TZVPD
C 0.405 2.722 -6.305
C 0.399 1.762 -5.156
C -0.085 2.133 -3.910
C -0.111 1.256 -2.834
C -0.666 1.704 -1.516
C 0.373 -0.045 -3.000
O 0.338 -0.946 -1.964
C 1.594 -1.304 -1.398
C 1.976 -0.403 -0.223
C 1.039 -0.598 0.966
C 1.297 0.455 2.057
N 0.457 0.454 3.228
C 0.611 -0.624 4.178
C -0.327 -1.818 3.956
C -1.780 -1.345 3.911
C -2.734 -2.510 3.664
C -1.913 -0.280 2.823
C -0.920 0.864 3.076
C 0.813 -0.425 -4.268
Br 1.341 -2.234 -4.575
C 0.839 0.457 -5.330
H -0.488 2.578 -6.915
H 0.412 3.749 -5.952
H 1.273 2.559 -6.940
H -0.456 3.137 -3.765
H -0.922 0.845 -0.904
H 0.064 2.312 -0.980
H -1.557 2.309 -1.670
H 1.479 -2.338 -1.060
H 2.386 -1.270 -2.154
H 3.002 -0.634 0.069
H 1.947 0.638 -0.554
H 1.186 -1.599 1.372
H 0.010 -0.522 0.614
H 2.330 0.348 2.404
H 1.206 1.449 1.606
H 1.652 -0.953 4.164
H 0.402 -0.207 5.173
H -0.085 -2.320 3.018
H -0.189 -2.535 4.767
H -2.026 -0.887 4.877
H -2.637 -3.257 4.448
H -3.765 -2.163 3.645
H -2.515 -2.985 2.709
H -1.727 -0.738 1.850
H -2.927 0.125 2.814
H -0.979 1.599 2.271
H -1.211 1.363 4.011
H 1.189 0.122 -6.295
```

- electronic energy (eV) = -92700.622
- LUMO level (eV) = 0.79
- HOMO-LUMO gap (eV) = 8.7
- SMILES = Cc1cc(C)c(OCCCCN2CCC(C)CC2)c(Br)c1


No. 3
Density functional theory data (ωB97M-V/def2-TZVPD) for C68H79AsBCaN13O2PSb as an isolated structure.

The geometry in XYZ format:
```
167
C68H79AsBCaN13O2PSb ωB97M-V/def2-TZVPD
Ca -0.692 -0.691 -1.410
C 1.581 -4.698 -1.268
C 0.547 -3.820 -0.937
N 0.884 -2.559 -1.189
N 2.140 -2.600 -1.696
C 2.580 -3.874 -1.742
B 2.907 -1.288 -2.029
N 2.233 -0.516 -3.183
C 2.850 0.089 -4.220
C 1.886 0.652 -5.026
C 0.678 0.341 -4.388
N 0.894 -0.358 -3.279
N 2.902 -0.422 -0.740
C 3.629 -0.609 0.377
C 3.191 0.275 1.337
C 2.155 0.965 0.701
N 1.962 0.534 -0.550
N 4.329 -1.623 -2.473
C 4.675 -2.329 -3.580
C 6.044 -2.391 -3.633
C 6.461 -1.674 -2.494
N 5.433 -1.211 -1.803
H 1.605 -5.770 -1.171
H -0.412 -4.042 -0.496
H 3.572 -4.107 -2.088
H 3.923 0.062 -4.319
H 2.032 1.191 -5.948
H -0.332 0.600 -4.672
H 4.420 -1.339 0.402
H 3.575 0.395 2.339
H 1.541 1.760 1.098
H 3.924 -2.724 -4.249
H 6.651 -2.875 -4.379
H 7.465 -1.476 -2.152
C -5.199 -0.780 0.681
O -4.344 0.344 0.965
C -3.086 0.186 0.585
O -2.633 -0.832 0.090
N -2.357 1.315 0.796
N -0.978 1.185 0.595
H -6.154 -0.534 1.130
H -4.788 -1.685 1.121
H -5.297 -0.905 -0.396
H -2.700 1.966 1.483
H -0.520 0.946 1.470
H -0.613 2.058 0.241
N -6.440 0.332 -10.260
C -5.885 0.224 -9.259
C -5.186 0.089 -8.006
C -5.840 0.380 -6.812
C -5.162 0.255 -5.611
C -3.836 -0.166 -5.593
C -3.192 -0.462 -6.790
C -3.860 -0.333 -7.996
C -3.092 -0.304 -4.302
C -2.644 0.917 -3.732
C -2.904 2.204 -4.259
C -2.278 3.113 -3.422
C -1.654 2.336 -2.435
N -1.860 1.027 -2.595
C -2.948 -1.594 -3.832
C -3.606 -2.744 -4.391
C -3.393 -3.782 -3.533
C -2.602 -3.245 -2.477
N -2.320 -1.969 -2.636
H -6.872 0.702 -6.831
H -5.663 0.482 -4.678
H -2.162 -0.798 -6.771
H -3.361 -0.561 -8.928
H -3.484 2.428 -5.141
H -2.276 4.191 -3.505
H -1.024 2.698 -1.629
H -4.179 -2.758 -5.305
H -3.747 -4.798 -3.617
H -2.252 -3.787 -1.608
C -1.117 -3.446 2.928
C -1.002 -3.732 4.419
As -2.412 -4.996 4.983
C -3.878 -3.703 4.851
C -4.019 -2.626 5.724
C -5.060 -1.722 5.564
C -5.975 -1.885 4.530
C -5.848 -2.960 3.661
C -4.804 -3.864 3.823
C -2.145 -4.904 6.911
C -3.148 -5.420 7.731
C -3.010 -5.409 9.110
C -1.856 -4.892 9.688
C -0.849 -4.388 8.881
C -0.993 -4.392 7.498
P -0.111 -2.047 2.267
C 1.538 -2.438 2.959
C 2.421 -3.100 2.107
C 3.671 -3.510 2.556
C 4.064 -3.238 3.858
C 3.195 -2.576 4.716
C 1.936 -2.194 4.274
C -0.697 -0.648 3.295
C 0.137 0.433 3.603
C -0.371 1.584 4.192
C -1.724 1.677 4.496
C -2.560 0.604 4.215
C -2.054 -0.541 3.615
H -2.152 -3.244 2.634
H -0.810 -4.315 2.339
H -1.098 -2.818 5.009
H -0.033 -4.178 4.643
H -3.317 -2.497 6.540
H -5.167 -0.896 6.258
H -6.797 -1.189 4.418
H -6.575 -3.111 2.872
H -4.726 -4.716 3.156
H -4.050 -5.831 7.290
H -3.799 -5.808 9.734
H -1.744 -4.888 10.765
H 0.055 -3.990 9.326
H -0.194 -3.990 6.887
H 2.135 -3.294 1.080
H 4.339 -4.032 1.881
H 5.042 -3.547 4.207
H 3.491 -2.371 5.738
H 1.261 -1.699 4.962
H 1.195 0.372 3.379
H 0.298 2.403 4.433
H -2.119 2.568 4.969
H -3.613 0.650 4.465
H -2.735 -1.363 3.409
C 3.598 3.681 -4.006
C 2.476 4.450 -3.314
C 2.686 5.960 -3.422
C 1.129 4.043 -3.906
Sb 2.457 3.883 -1.204
C 4.502 3.725 -0.461
C 5.306 4.925 -0.971
C 5.080 2.416 -0.999
C 4.487 3.734 1.065
C 1.304 5.301 0.002
C -0.022 5.577 -0.705
C 1.039 4.695 1.381
C 2.117 6.589 0.139
H 3.500 3.855 -5.083
H 3.525 2.605 -3.845
H 4.591 4.022 -3.712
H 2.839 6.200 -4.480
H 3.562 6.320 -2.878
H 1.809 6.517 -3.087
H 1.133 4.294 -4.973
H 0.291 4.571 -3.451
H 0.944 2.972 -3.821
H 5.388 4.954 -2.057
H 6.324 4.833 -0.575
H 4.911 5.881 -0.624
H 5.221 2.442 -2.080
H 4.473 1.545 -0.749
H 6.064 2.266 -0.542
H 4.198 4.708 1.464
H 5.506 3.530 1.409
H 3.841 2.963 1.488
H -0.677 4.704 -0.714
H 0.104 5.918 -1.734
H -0.543 6.370 -0.159
H 0.610 3.691 1.335
H 0.310 5.328 1.897
H 1.936 4.654 2.000
H 2.220 7.120 -0.809
H 3.111 6.419 0.556
H 1.587 7.252 0.832
```

- multiplicity = 2
- electronic energy (eV) = -191043.936
- LUMO level (alpha / beta) (eV) = -2.16 / -4.98
- energy above the lowest of the compared OMol25 structures with the same formula, charge and spin (kcal/mol) = 0.0
- net charge = +1
- HOMO-LUMO gap (alpha / beta) (eV) = 7.0 / 4.2


Question: The lowest electronic energy belongs to which entry?
Answer: C68H79AsBCaN13O2PSb